# 1
{"formula": "C31H38FeN7OS2", "method": "ωB97M-V/def2-TZVPD", "species": ["Fe", "C", "C", "N", "C", "S", "N", "N", "C", "C", "C", "C", "C", "C", "C", "N", "H", "H", "H", "H", "H", "H", "H", "H", "H", "H", "H", "H", "H", "C", "C", "C", "C", "C", "C", "N", "C", "C", "C", "C", "C", "N", "C", "C", "C", "C", "C", "C", "N", "H", "H", "H", "H", "H", "H", "H", "H", "H", "H", "H", "H", "H", "H", "H", "C", "C", "S", "O", "C", "C", "H", "H", "H", "H", "H", "H", "H", "H", "H", "H"], "coordinates": [[0.49, -0.99, 0.54], [-4.39, -1.71, 3.80], [-3.49, -0.52, 4.12], [-2.08, -0.83, 3.97], [-1.45, -0.92, 2.79], [0.19, -1.51, 2.80], [-2.15, -0.55, 1.72], [-1.41, -0.64, 0.58], [-1.99, -0.54, -0.57], [-3.45, -0.34, -0.76], [-1.06, -0.61, -1.70], [-1.49, -0.51, -3.02], [-0.56, -0.50, -4.04], [0.78, -0.56, -3.72], [1.14, -0.67, -2.39], [0.25, -0.73, -1.40], [-5.44, -1.44, 3.93], [-4.18, -2.55, 4.47], [-4.24, -2.03, 2.77], [-3.64, -0.19, 5.15], [-3.73, 0.31, 3.46], [-1.58, -1.20, 4.76], [-3.93, -0.20, 0.21], [-3.91, -1.21, -1.25], [-3.64, 0.53, -1.39], [-2.55, -0.44, -3.24], [-0.88, -0.43, -5.07], [1.55, -0.52, -4.48], [2.18, -0.72, -2.10], [-1.91, -3.59, 0.85], [-0.67, -3.89, 0.07], [-0.63, -5.09, -0.66], [0.50, -5.43, -1.36], [1.61, -4.60, -1.29], [1.51, -3.44, -0.54], [0.38, -3.05, 0.09], [2.67, -2.54, -0.35], [3.96, -2.81, -0.78], [4.94, -1.86, -0.56], [4.62, -0.69, 0.10], [3.32, -0.50, 0.53], [2.38, -1.40, 0.29], [2.83, 0.68, 1.28], [3.72, 1.55, 1.89], [3.21, 2.59, 2.64], [1.84, 2.73, 2.73], [1.00, 1.82, 2.08], [-0.47, 2.01, 2.21], [1.49, 0.80, 1.36], [-2.42, -4.52, 1.10], [-1.66, -3.07, 1.77], [-2.60, -2.97, 0.28], [-1.49, -5.73, -0.65], [0.54, -6.34, -1.94], [2.52, -4.85, -1.80], [4.20, -3.74, -1.27], [5.95, -2.04, -0.90], [5.38, 0.07, 0.26], [4.79, 1.39, 1.82], [3.87, 3.28, 3.15], [1.40, 3.53, 3.30], [-0.72, 3.07, 2.16], [-1.00, 1.49, 1.42], [-0.81, 1.64, 3.18], [-0.23, 6.06, -0.89], [-0.74, 4.63, -1.00], [0.58, 3.41, -1.00], [-0.07, 2.07, -0.87], [1.11, 3.55, -2.73], [0.02, 3.20, -3.73], [-1.06, 6.76, -0.94], [0.46, 6.30, -1.71], [0.30, 6.22, 0.05], [-1.36, 4.46, -1.88], [-1.33, 4.35, -0.12], [1.95, 2.85, -2.79], [1.52, 4.56, -2.86], [-0.53, 2.33, -3.37], [0.47, 2.96, -4.69], [-0.67, 4.02, -3.88]], "orbital_gap_ev": 7.029, "charge": 1, "relative_energy_kcal_mol": 2.86, "e_homo_ev": -9.805}


# 2
{"formula": "C26H8F15GeInO5S", "method": "ωB97M-V/def2-TZVPD", "species": ["In", "O", "C", "O", "C", "C", "C", "C", "C", "O", "C", "C", "O", "O", "H", "H", "H", "H", "H", "H", "H", "H", "F", "C", "C", "C", "F", "C", "F", "C", "F", "C", "F", "Ge", "S", "C", "C", "F", "C", "F", "C", "F", "C", "F", "C", "F", "C", "C", "F", "C", "F", "C", "F", "C", "F", "C", "F"], "coordinates": [[2.11, -0.69, -0.11], [4.32, -0.90, 2.95], [3.58, -0.27, 2.25], [2.34, -0.67, 1.91], [3.99, 1.11, 1.71], [2.80, 1.99, 1.33], [3.26, 3.43, 1.09], [3.93, 3.34, -0.31], [3.85, 1.85, -0.59], [2.51, 1.53, -0.04], [4.78, 1.06, 0.35], [5.08, -0.34, -0.22], [6.21, -0.75, -0.27], [4.03, -0.99, -0.71], [4.59, 1.56, 2.49], [1.91, 1.88, 1.94], [3.96, 3.74, 1.86], [2.42, 4.12, 1.09], [4.95, 3.70, -0.33], [3.36, 3.89, -1.06], [3.89, 1.55, -1.63], [5.74, 1.56, 0.45], [-3.73, -1.18, -3.00], [-3.47, -2.41, -2.54], [-2.54, -2.62, -1.53], [-2.30, -3.93, -1.16], [-1.39, -4.20, -0.21], [-2.96, -5.00, -1.72], [-2.71, -6.25, -1.35], [-3.91, -4.75, -2.70], [-4.57, -5.76, -3.26], [-4.17, -3.46, -3.11], [-5.08, -3.23, -4.06], [-1.41, -1.23, -0.76], [0.57, -1.81, -1.53], [-1.53, -1.08, 1.18], [-2.32, -1.84, 2.02], [-3.11, -2.81, 1.54], [-2.36, -1.61, 3.39], [-3.14, -2.33, 4.18], [-1.58, -0.60, 3.93], [-1.61, -0.39, 5.24], [-0.78, 0.18, 3.12], [-0.04, 1.15, 3.65], [-0.79, -0.07, 1.77], [-0.03, 0.73, 0.97], [-2.00, 0.56, -1.31], [-3.32, 0.90, -1.05], [-4.13, -0.01, -0.49], [-3.85, 2.13, -1.35], [-5.12, 2.42, -1.10], [-3.02, 3.09, -1.91], [-3.51, 4.29, -2.21], [-1.69, 2.80, -2.16], [-0.90, 3.74, -2.68], [-1.20, 1.55, -1.86], [0.10, 1.33, -2.09]], "orbital_gap_ev": 9.326, "charge": 0, "e_homo_ev": -9.907}


# 3
{"formula": "C14H22FeO4", "method": "ωB97M-V/def2-TZVPD", "species": ["Fe", "C", "C", "O", "C", "C", "O", "C", "C", "O", "C", "C", "O", "H", "H", "H", "H", "H", "H", "H", "H", "H", "H", "H", "H", "H", "H", "H", "H", "C", "C", "C", "C", "C", "C", "H", "H", "H", "H", "H", "H"], "coordinates": [[-10.49, -5.24, -2.32], [-12.86, -4.59, -4.12], [-11.91, -3.43, -4.22], [-11.09, -3.52, -2.94], [-10.59, -2.30, -2.21], [-10.87, -2.67, -0.77], [-10.19, -3.97, -0.62], [-10.60, -4.73, 0.56], [-11.86, -5.43, 0.31], [-11.73, -6.07, -1.00], [-13.00, -6.54, -1.53], [-12.69, -6.93, -2.92], [-12.07, -5.65, -3.50], [-13.09, -4.75, -5.18], [-13.81, -4.46, -3.63], [-12.35, -2.46, -4.28], [-11.14, -3.57, -4.98], [-11.05, -1.39, -2.54], [-9.55, -2.18, -2.44], [-11.94, -2.68, -0.41], [-10.41, -1.90, -0.14], [-10.65, -4.12, 1.45], [-9.82, -5.45, 0.69], [-12.81, -4.88, 0.23], [-11.91, -6.29, 1.03], [-13.73, -5.76, -1.39], [-13.36, -7.27, -0.81], [-13.57, -7.18, -3.50], [-11.92, -7.71, -3.08], [-7.36, -4.66, -1.81], [-7.91, -5.09, -3.06], [-8.73, -6.33, -3.10], [-8.76, -7.04, -1.87], [-8.13, -6.68, -0.70], [-7.43, -5.49, -0.70], [-6.79, -3.75, -1.64], [-7.68, -4.52, -4.00], [-8.94, -6.96, -3.95], [-9.26, -7.99, -1.88], [-8.04, -7.32, 0.18], [-6.75, -5.20, 0.11]], "orbital_gap_ev": [10.275, 7.106], "s_squared": 8.765, "charge": 3, "spin_multiplicity": 6, "e_homo_ev": [-20.595, -20.635]}


# 4
{"formula": "C27H42Cl2NPTi", "method": "ωB97M-V/def2-TZVPD", "species": ["P", "C", "C", "C", "C", "C", "C", "C", "C", "C", "C", "C", "C", "C", "C", "C", "C", "C", "C", "H", "H", "H", "H", "H", "H", "H", "H", "H", "H", "H", "H", "H", "H", "H", "H", "H", "H", "H", "H", "H", "H", "H", "H", "H", "H", "H", "H", "H", "H", "H", "H", "H", "Ti", "Cl", "Cl", "C", "H", "C", "C", "C", "C", "C", "C", "H", "H", "H", "H", "H", "C", "C", "N", "H", "H", "H"], "coordinates": [[0.68, 0.08, -0.03], [0.64, 0.46, -1.85], [1.83, 0.01, -2.71], [1.71, 0.59, -4.13], [0.38, 0.20, -4.79], [-0.81, 0.61, -3.91], [-0.68, 0.01, -2.50], [0.33, -1.72, 0.26], [1.16, -2.70, -0.59], [0.93, -4.14, -0.10], [-0.56, -4.51, -0.12], [-1.38, -3.51, 0.69], [-1.17, -2.07, 0.21], [2.48, 0.23, 0.41], [2.97, 1.67, 0.17], [4.47, 1.80, 0.45], [4.81, 1.33, 1.87], [4.31, -0.09, 2.12], [2.80, -0.22, 1.85], [0.63, 1.56, -1.84], [1.87, -1.09, -2.76], [2.78, 0.34, -2.27], [2.55, 0.25, -4.74], [1.77, 1.69, -4.06], [0.30, 0.66, -5.78], [0.36, -0.89, -4.94], [-0.85, 1.70, -3.83], [-1.75, 0.28, -4.37], [-1.53, 0.31, -1.88], [-0.70, -1.08, -2.58], [0.62, -1.83, 1.31], [1.32, -4.23, 0.92], [2.23, -2.45, -0.54], [0.86, -2.62, -1.64], [1.51, -4.84, -0.72], [-0.70, -5.53, 0.26], [-0.91, -4.51, -1.16], [-2.45, -3.76, 0.64], [-1.09, -3.57, 1.75], [-1.72, -1.37, 0.83], [-1.55, -1.97, -0.82], [3.02, -0.44, -0.27], [2.74, 1.99, -0.85], [2.41, 2.35, 0.82], [5.03, 1.19, -0.27], [4.78, 2.84, 0.30], [4.34, 2.01, 2.60], [5.89, 1.39, 2.05], [4.52, -0.40, 3.15], [4.85, -0.79, 1.47], [2.49, -1.25, 2.01], [2.23, 0.39, 2.56], [-0.61, 1.60, 1.27], [-0.54, -0.03, 3.04], [-0.16, 3.35, -0.33], [-2.22, 1.32, 0.40], [-2.27, 1.81, -0.59], [-3.46, 0.63, 0.72], [-3.63, -0.24, 1.81], [-4.85, -0.87, 2.03], [-5.93, -0.64, 1.17], [-5.78, 0.23, 0.08], [-4.55, 0.85, -0.14], [-2.79, -0.42, 2.48], [-4.97, -1.54, 2.87], [-6.61, 0.41, -0.59], [-4.43, 1.52, -0.99], [-6.89, -1.13, 1.35], [-1.99, 5.19, 4.11], [-1.55, 4.05, 3.21], [-1.19, 3.10, 2.46], [-1.52, 6.13, 3.77], [-1.67, 4.98, 5.15], [-3.09, 5.29, 4.07]], "orbital_gap_ev": [4.903, 5.316], "s_squared": 0.786, "charge": -1, "spin_multiplicity": 2, "relative_energy_kcal_mol": 0.00, "e_homo_ev": [-2.433, -2.862]}


What did the second record say?
{"formula": "C26H8F15GeInO5S", "method": "ωB97M-V/def2-TZVPD", "species": ["In", "O", "C", "O", "C", "C", "C", "C", "C", "O", "C", "C", "O", "O", "H", "H", "H", "H", "H", "H", "H", "H", "F", "C", "C", "C", "F", "C", "F", "C", "F", "C", "F", "Ge", "S", "C", "C", "F", "C", "F", "C", "F", "C", "F", "C", "F", "C", "C", "F", "C", "F", "C", "F", "C", "F", "C", "F"], "coordinates": [[2.11, -0.69, -0.11], [4.32, -0.90, 2.95], [3.58, -0.27, 2.25], [2.34, -0.67, 1.91], [3.99, 1.11, 1.71], [2.80, 1.99, 1.33], [3.26, 3.43, 1.09], [3.93, 3.34, -0.31], [3.85, 1.85, -0.59], [2.51, 1.53, -0.04], [4.78, 1.06, 0.35], [5.08, -0.34, -0.22], [6.21, -0.75, -0.27], [4.03, -0.99, -0.71], [4.59, 1.56, 2.49], [1.91, 1.88, 1.94], [3.96, 3.74, 1.86], [2.42, 4.12, 1.09], [4.95, 3.70, -0.33], [3.36, 3.89, -1.06], [3.89, 1.55, -1.63], [5.74, 1.56, 0.45], [-3.73, -1.18, -3.00], [-3.47, -2.41, -2.54], [-2.54, -2.62, -1.53], [-2.30, -3.93, -1.16], [-1.39, -4.20, -0.21], [-2.96, -5.00, -1.72], [-2.71, -6.25, -1.35], [-3.91, -4.75, -2.70], [-4.57, -5.76, -3.26], [-4.17, -3.46, -3.11], [-5.08, -3.23, -4.06], [-1.41, -1.23, -0.76], [0.57, -1.81, -1.53], [-1.53, -1.08, 1.18], [-2.32, -1.84, 2.02], [-3.11, -2.81, 1.54], [-2.36, -1.61, 3.39], [-3.14, -2.33, 4.18], [-1.58, -0.60, 3.93], [-1.61, -0.39, 5.24], [-0.78, 0.18, 3.12], [-0.04, 1.15, 3.65], [-0.79, -0.07, 1.77], [-0.03, 0.73, 0.97], [-2.00, 0.56, -1.31], [-3.32, 0.90, -1.05], [-4.13, -0.01, -0.49], [-3.85, 2.13, -1.35], [-5.12, 2.42, -1.10], [-3.02, 3.09, -1.91], [-3.51, 4.29, -2.21], [-1.69, 2.80, -2.16], [-0.90, 3.74, -2.68], [-1.20, 1.55, -1.86], [0.10, 1.33, -2.09]], "orbital_gap_ev": 9.326, "charge": 0, "e_homo_ev": -9.907}